[1]
Formula: C19H22ClNOS
Source: the Open Molecules 2025 dataset
Level of theory: the ωB97M-V functional and the def2-TZVPD basis

Structure (XYZ):
```
45
Properties=species:S:1:pos:R:3
C -6.023 0.917 -2.366
C -5.168 0.190 -1.375
C -4.902 -1.166 -1.533
C -4.126 -1.849 -0.618
C -3.594 -1.198 0.489
C -3.860 0.155 0.650
C -4.637 0.839 -0.269
H -4.833 1.892 -0.123
H -3.463 0.679 1.509
C -2.695 -1.929 1.446
H -3.040 -2.954 1.581
H -2.692 -1.431 2.418
C -1.260 -1.967 0.900
N -0.724 -0.634 0.753
C 0.393 -0.214 1.378
O 1.086 -0.933 2.067
C 0.756 1.237 1.091
C 1.544 1.296 -0.215
H 2.228 0.450 -0.297
H 0.881 1.301 -1.079
S 2.551 2.805 -0.361
C 3.932 2.372 0.775
C 4.645 1.150 0.306
C 4.375 -0.093 0.871
C 5.000 -1.233 0.397
C 5.900 -1.130 -0.650
C 6.180 0.099 -1.229
C 5.548 1.230 -0.750
H 5.750 2.189 -1.203
H 6.881 0.165 -2.045
Cl 6.685 -2.551 -1.248
H 4.783 -2.193 0.837
H 3.669 -0.183 1.684
H 3.517 2.244 1.774
H 4.574 3.252 0.755
H 1.380 1.585 1.916
H -0.130 1.870 1.033
H -1.277 0.014 0.212
H -1.250 -2.474 -0.072
H -0.598 -2.497 1.588
H -3.931 -2.903 -0.759
H -5.310 -1.690 -2.386
H -7.072 0.664 -2.210
H -5.760 0.633 -3.383
H -5.913 1.994 -2.261
```

Summary:
Strongest force on any atom: 0.67 eV Å⁻¹
DFT total energy: -1725.62520 Eh
2S+1: 1
Molar mass: 347.91 u
Energy above the lowest of the compared OMol25 structures with the same formula, charge and spin: 10.6 kJ/mol
LUMO level: 0.5632 eV
Gap between HOMO and LUMO: 9.121 eV
Structure (SMILES): Cc1ccc(CCNC(=O)CCSCc2ccc(Cl)cc2)cc1



[2]
Formula: C19H22F16NO7
Source: the Open Molecules 2025 dataset
Level of theory: the ωB97M-V functional and the def2-TZVPD basis

Structure (XYZ):
```
65
Properties=species:S:1:pos:R:3
C 0.927 -0.561 0.181
C 0.923 0.928 0.538
O -0.379 1.440 0.527
C -0.658 2.167 -0.648
C -2.138 2.164 -1.007
O -2.975 2.085 0.145
C -4.163 2.754 0.025
O -4.197 3.965 -0.150
N -5.280 1.992 0.170
C -5.151 0.720 0.355
C -4.984 0.115 1.713
C -5.222 -0.235 -0.780
C -2.418 0.915 -1.903
O -2.138 -0.203 -1.399
O -2.925 1.136 -3.011
H 0.182 -0.738 -0.592
H 1.913 -0.853 -0.174
H 0.684 -1.160 1.056
H 1.560 1.415 -0.204
H 1.411 1.076 1.501
H -0.158 1.677 -1.487
H -0.250 3.184 -0.619
H -2.321 3.033 -1.631
H -4.063 0.461 2.172
H -5.036 -0.965 1.680
H -5.830 0.454 2.309
H -4.755 0.164 -1.677
H -4.861 -1.218 -0.509
H -6.289 -0.346 -1.009
C -0.186 -4.933 -1.797
C -0.688 -5.646 -0.523
C -1.541 -6.907 -0.695
F -2.693 -6.671 -1.340
F -1.864 -7.397 0.531
F -1.319 -4.761 0.269
F 0.432 -6.050 0.153
O -0.880 -3.791 -2.265
C -1.975 -3.890 -3.104
C -3.249 -3.348 -2.455
F -3.534 -4.012 -1.310
F -4.303 -3.526 -3.294
F -2.123 -5.159 -3.560
F -1.708 -3.130 -4.181
H 0.790 -4.536 -1.520
H 0.007 -5.643 -2.603
H -0.984 -7.679 -1.233
H -3.145 -2.285 -2.224
C 6.061 2.816 3.029
C 5.017 1.956 2.286
C 5.232 1.696 0.791
F 5.224 2.830 0.066
F 4.228 0.919 0.331
F 3.790 2.467 2.502
F 5.045 0.731 2.884
O 5.771 4.192 3.258
C 6.058 5.166 2.324
C 4.795 5.863 1.810
F 3.950 4.985 1.249
F 5.140 6.772 0.868
F 6.818 4.682 1.325
F 6.806 6.100 2.956
H 6.097 2.396 4.033
H 7.062 2.680 2.622
H 6.177 1.174 0.617
H 4.280 6.370 2.629
```

Summary:
Strongest force on any atom: 2.69 eV Å⁻¹
DFT total energy: -2916.51232 Eh
2S+1: 1
Molar mass: 680.35 u
LUMO level: 1.9341 eV
Gap between HOMO and LUMO: 6.694 eV
Charge: -1



[3]
Formula: C19H22F3N2OPS
Source: the Open Molecules 2025 dataset
Level of theory: the ωB97M-V functional and the def2-TZVPD basis

Structure (XYZ):
```
49
Properties=species:S:1:pos:R:3
C 4.595 -3.412 -2.104
C 3.279 -2.938 -2.346
C 1.779 -2.336 -2.735
C 0.539 -3.319 -2.313
C -0.051 -3.093 -0.801
C -0.243 -1.506 -0.379
C 0.846 -0.879 0.672
P 2.280 -1.862 1.482
S 4.032 -1.446 0.744
C 0.669 0.734 1.040
C 1.802 1.375 2.055
C 1.219 1.360 3.586
C -0.229 0.535 3.726
C -0.570 1.653 0.396
C -0.779 3.256 0.708
O -0.454 3.665 2.083
C 0.231 4.966 2.137
F 1.512 5.034 1.397
F 0.578 5.240 3.582
F -0.657 6.064 1.689
C -1.635 0.915 -0.660
N -2.710 1.796 -1.232
C -3.604 1.086 -2.208
C -3.389 -0.481 -2.584
C -4.434 -1.118 -3.725
N -2.360 -1.428 -2.034
C -1.500 -0.653 -1.074
H 5.765 -3.377 -1.878
H 1.772 -2.286 -3.928
H 1.688 -1.228 -2.371
H 0.945 -4.436 -2.423
H -0.322 -3.211 -3.125
H 0.527 -3.723 0.032
H -1.153 -3.552 -0.804
H 2.283 -1.489 2.903
H 2.117 -3.295 1.458
H 1.891 2.525 1.743
H 2.877 0.930 1.925
H 2.028 0.979 4.352
H 0.956 2.471 3.933
H -0.501 0.618 4.885
H -0.122 -0.606 3.473
H -1.112 1.073 3.161
H -1.910 3.593 0.525
H -0.159 3.835 -0.127
H -4.461 1.687 -2.747
H -3.715 -1.599 -4.544
H -5.174 -1.905 -3.276
H -4.966 -0.213 -4.270
```

Summary:
Strongest force on any atom: 9.88 eV Å⁻¹
DFT total energy: -1960.36571 Eh
2S+1: 1
Molar mass: 414.43 u
Energy above the lowest of the compared OMol25 structures with the same formula, charge and spin: 1826.7 kJ/mol
LUMO level: -1.6801 eV
Gap between HOMO and LUMO: 6.532 eV
Structure (SMILES): C#CCCCc1c([PH2]=S)c(CCC)c(COC(F)(F)F)c2ncc(C)nc12



[4]
Formula: C19H22F4IO4SSi
Source: the Open Molecules 2025 dataset
Level of theory: the ωB97M-V functional and the def2-TZVPD basis

Structure (XYZ):
```
52
Properties=species:S:1:pos:R:3
C 2.125 2.616 -3.182
C 1.572 1.250 -2.780
C 0.050 1.195 -3.034
C -0.530 0.017 -2.302
C -0.643 -1.246 -2.880
C -0.180 -1.528 -4.295
S -1.522 -2.157 -5.286
O -1.272 -3.537 -5.604
O -1.771 -1.235 -6.359
C -1.183 -2.317 -2.172
C -1.592 -2.174 -0.864
C -1.442 -0.939 -0.272
C -0.938 0.138 -0.974
C -0.851 1.416 -0.191
O -1.232 2.469 -0.642
C -0.326 1.226 1.214
C 0.721 2.229 1.692
F 0.802 3.205 0.725
F 0.324 2.877 2.801
C 2.175 1.649 1.783
F 2.226 0.556 0.951
F 3.027 2.571 1.256
C -0.798 0.168 1.901
Si -0.390 -0.541 3.666
C 1.360 -1.238 3.696
C -0.843 0.606 5.105
C -1.465 -2.068 3.986
C -1.799 -0.669 1.153
O -2.832 -1.072 1.640
H 3.193 2.696 -3.000
H 1.587 3.382 -2.625
H 1.909 2.802 -4.236
H 2.078 0.457 -3.334
H 1.751 1.107 -1.713
H -0.112 1.093 -4.105
H -0.363 2.126 -2.668
H 0.244 -0.653 -4.772
H 0.596 -2.287 -4.227
H -2.566 -2.123 -4.425
H -1.259 -3.296 -2.629
H -2.010 -2.991 -0.295
H 2.526 1.448 2.849
H 2.075 -0.613 4.258
H 1.709 -1.418 2.676
H 1.323 -2.223 4.171
H -1.425 0.049 5.841
H -1.360 1.508 4.781
H 0.098 0.939 5.589
H -2.470 -1.757 4.269
H -1.580 -2.645 3.069
H -1.012 -2.660 4.777
I 2.297 1.592 5.013
```

Summary:
Strongest force on any atom: 2.79 eV Å⁻¹
DFT total energy: -2423.06535 Eh
2S+1: 1
Molar mass: 577.43 u
LUMO level: 1.2588 eV
Gap between HOMO and LUMO: 5.628 eV
Charge: -1



[5]
Formula: C19H22F5N2O3S2Sn
Source: the Open Molecules 2025 dataset
Level of theory: the ωB97M-V functional and the def2-TZVPD basis

Structure (XYZ):
```
54
Properties=species:S:1:pos:R:3
Sn 9.201 11.899 9.291
O 7.588 11.773 11.244
S 7.254 10.777 12.371
C 6.187 9.419 11.683
C 6.654 8.727 10.464
C 5.739 8.844 9.272
C 5.522 10.290 8.763
S 6.660 10.921 7.517
O 8.065 10.507 8.108
C 6.392 9.778 6.181
C 7.401 8.942 5.738
C 7.170 7.987 4.814
C 5.911 7.865 4.212
C 4.990 8.844 4.471
C 5.151 9.726 5.545
C 8.799 9.995 12.934
C 8.681 8.667 13.377
C 9.838 8.045 13.870
C 11.092 8.603 13.651
C 11.198 9.795 12.962
C 10.060 10.551 12.697
H 5.255 9.935 11.472
H 6.060 8.738 12.546
H 6.759 7.625 10.597
H 7.676 9.060 10.136
H 4.778 8.386 9.543
H 6.038 8.284 8.394
H 5.561 11.041 9.573
H 4.500 10.404 8.385
H 8.343 8.983 6.208
H 7.916 7.303 4.485
H 5.621 6.987 3.635
H 4.082 8.940 3.885
H 4.374 10.415 5.891
H 7.662 8.144 13.490
H 9.788 7.010 14.235
H 12.045 8.113 13.888
H 12.069 10.107 12.604
H 10.143 11.491 12.194
N 8.261 15.830 7.734
C 8.006 14.819 8.636
N 7.747 15.122 9.909
O 8.078 13.605 8.179
H 8.030 16.824 7.898
H 8.302 15.475 6.792
H 7.991 16.075 10.183
H 7.592 14.434 10.668
F 11.748 13.341 8.182
C 10.973 12.243 7.742
F 10.546 12.528 6.517
C 11.926 10.959 7.788
F 13.219 11.220 7.343
F 11.490 9.979 6.941
F 12.032 10.417 9.047
```

Summary:
Strongest force on any atom: 4.19 eV Å⁻¹
DFT total energy: -2582.18322 Eh
2S+1: 1
Molar mass: 604.23 u
Energy above the lowest of the compared OMol25 structures with the same formula, charge and spin: 0.0 kJ/mol
LUMO level: -2.5535 eV
Gap between HOMO and LUMO: 7.498 eV
Charge: +1